1.
{
  "formula": "C17H45N4NaO8",
  "method": "the ωB97M-V functional and the def2-TZVPD basis",
  "species": ["Na", "N", "O", "O", "O", "C", "C", "C", "O", "H", "H", "H", "H", "H", "H", "H", "H", "C", "O", "C", "C", "N", "C", "C", "O", "C", "H", "H", "H", "H", "H", "H", "H", "H", "H", "H", "H", "H", "H", "H", "H", "C", "C", "C", "O", "C", "N", "H", "H", "H", "H", "H", "H", "H", "H", "H", "H", "H", "C", "C", "C", "O", "C", "N", "H", "H", "H", "H", "H", "H", "H", "H", "H", "H", "H"],
  "coordinates": [[0.5435, -0.6943, 0.6248], [0.0173, -0.1654, 3.8864], [0.4255, -0.1124, 5.0214], [-1.0940, -0.6635, 3.6282], [0.6767, 0.1984, 2.9516], [-0.9046, 3.0627, 2.0573], [-1.4784, 2.0351, 0.9941], [-2.7173, 2.6504, 0.3050], [-0.4346, 1.6550, 0.0836], [-0.5904, 3.9155, 1.4555], [-0.0065, 2.6679, 2.5322], [-1.5363, 3.4011, 2.8786], [-1.7726, 1.1083, 1.4866], [-3.4229, 2.7302, 1.1320], [-3.1100, 1.9804, -0.4598], [-2.5882, 3.6314, -0.1521], [-0.3146, 2.3812, -0.5327], [1.7841, -3.0579, 2.5081], [2.2221, -2.3277, 1.3547], [2.5744, -3.1350, 0.2343], [2.7375, -2.2338, -0.9825], [1.4179, -1.8449, -1.5459], [1.6465, -0.9012, -2.6801], [0.2748, -0.7458, -3.3982], [-0.1414, -2.0070, -3.9489], [-1.1656, -1.8371, -4.9198], [1.5566, -2.3383, 3.2945], [2.5878, -3.6616, 2.9298], [0.8562, -3.6295, 2.4944], [1.8607, -3.9340, 0.0337], [3.5181, -3.6246, 0.4748], [3.2420, -2.7895, -1.7729], [3.3946, -1.3769, -0.8336], [0.8805, -2.6275, -1.8907], [2.3976, -1.2688, -3.3793], [2.0042, 0.0868, -2.3901], [0.4002, 0.0121, -4.1715], [-0.3953, -0.4411, -2.5944], [-1.3191, -2.8606, -5.2618], [-0.9424, -1.2058, -5.7799], [-2.0020, -1.3888, -4.3835], [4.8152, 1.3967, -0.1748], [3.5298, 1.7815, 0.5187], [2.7000, 2.7557, -0.2430], [3.5049, 3.9257, -0.5346], [2.7669, 4.9853, -1.0844], [2.7372, 0.5893, 0.8791], [4.6598, 1.0233, -1.1870], [5.3224, 0.5938, 0.3601], [5.4868, 2.2531, -0.2358], [3.8655, 2.2779, 1.4292], [1.8809, 3.0234, 0.4244], [2.2435, 2.3253, -1.1344], [1.8333, 5.1890, -0.5599], [2.4460, 4.8363, -2.1154], [3.3280, 5.8982, -0.8850], [2.1880, 0.8255, 1.6932], [3.3727, -0.0978, 1.2585], [-3.0491, -1.0021, -0.9777], [-3.1835, -1.1199, 0.5527], [-4.1898, -2.1481, 1.0874], [-5.5415, -2.0439, 0.6492], [-6.3407, -1.1208, 1.3497], [-1.8639, -1.5166, 0.9094], [-2.6373, -1.9126, -1.4131], [-2.4360, -0.1682, -1.3195], [-4.0461, -0.8824, -1.4016], [-3.3843, -0.1575, 1.0233], [-4.0638, -2.3964, 2.1412], [-3.9653, -3.1323, 0.6764], [-7.3030, -1.0847, 0.8389], [-5.7321, -0.2278, 1.2077], [-6.5074, -1.4174, 2.3853], [-1.7186, -1.3930, 1.9012], [-1.8011, -2.5019, 0.6967]],
  "atomic_forces_ev_per_a": [[0.07, 0.20, -0.78], [0.07, -0.49, 0.72], [-0.59, -0.07, 0.19], [-0.21, 0.08, 0.81], [0.58, 0.50, -1.13], [0.33, -0.79, -1.04], [-0.02, 1.47, 0.72], [0.41, -0.87, 0.56], [-0.32, -0.21, 0.34], [0.00, 0.30, 0.24], [0.10, -0.15, -0.13], [-0.48, -0.16, -0.39], [-0.01, 0.01, -0.04], [-0.42, 0.21, -0.29], [-0.09, -0.06, 0.08], [0.36, 0.04, 0.20], [0.17, 0.09, -0.16], [0.52, 0.64, 0.89], [-1.46, -0.41, 0.55], [0.89, 0.39, -0.10], [-0.78, -1.20, -0.91], [1.18, 2.07, 0.54], [-1.64, -0.93, -0.47], [1.44, -0.70, 0.41], [1.03, 1.35, 0.06], [-0.04, -0.63, 0.74], [0.32, 0.42, -0.07], [0.04, -0.28, -0.27], [0.01, -0.34, -1.10], [-0.38, 0.08, 0.06], [0.20, -0.09, -0.10], [0.37, -0.46, 0.08], [-0.48, 0.20, 0.43], [0.27, -0.31, -0.14], [0.06, -0.34, -0.17], [-0.18, -0.03, 0.61], [-0.36, 0.07, -0.11], [-0.54, 0.29, -0.25], [-0.63, 0.25, -0.11], [0.56, 0.13, 0.08], [-0.58, -0.26, -0.36], [0.21, -0.29, -0.50], [1.02, -0.46, 0.45], [0.14, 1.39, 0.03], [-0.80, -1.32, 0.21], [-0.47, 0.56, 0.61], [-0.13, 0.23, -0.03], [-0.17, 0.05, -0.17], [0.09, 0.05, 0.21], [-0.08, -0.07, -0.01], [-0.16, 0.27, 0.21], [-0.32, 0.38, -0.01], [0.20, -0.13, -0.39], [-0.32, -0.38, 0.50], [0.57, 0.01, -0.32], [0.27, -0.09, -0.71], [-0.11, 0.34, 0.04], [0.22, -0.32, -0.15], [-1.82, 0.06, -0.07], [-0.35, 0.47, -1.00], [-0.85, -1.41, -1.39], [0.53, -0.88, 0.14], [0.75, 0.13, -0.62], [1.72, -0.18, 1.28], [0.06, -0.16, 0.18], [0.07, 0.04, 0.43], [-0.05, 0.06, -0.27], [-0.08, 0.21, -0.24], [-0.25, 0.91, 0.60], [0.67, -0.08, -0.50], [0.15, 0.26, 0.02], [-0.95, 0.95, 0.79], [0.18, 0.18, 0.18], [-0.07, -0.45, 0.21], [0.34, -0.36, 0.08]],
  "energy_ev": -45103.12377,
  "s_squared": 0.76,
  "mol_weight_g_mol": 456.56,
  "e_above_lowest_ev": 0.000,
  "charge": 1,
  "spin_multiplicity": 2,
  "max_force_ev_per_a": 2.4
}

---

2.
{
  "formula": "C26H80N6O11",
  "method": "the ωB97M-V functional and the def2-TZVPD basis",
  "species": ["O", "H", "H", "O", "H", "H", "O", "H", "H", "O", "H", "H", "C", "C", "C", "O", "C", "N", "H", "H", "H", "H", "H", "H", "H", "H", "H", "H", "H", "C", "C", "C", "O", "C", "N", "H", "H", "H", "H", "H", "H", "H", "H", "H", "H", "H", "C", "C", "C", "O", "C", "N", "H", "H", "H", "H", "H", "H", "H", "H", "H", "H", "H", "C", "C", "C", "O", "C", "N", "H", "H", "H", "H", "H", "H", "H", "H", "H", "H", "H", "C", "C", "C", "O", "C", "N", "H", "H", "H", "H", "H", "H", "H", "H", "H", "H", "H", "C", "C", "C", "O", "C", "N", "H", "H", "H", "H", "H", "H", "H", "H", "H", "H", "H", "C", "C", "O", "H", "H", "H", "H", "H", "H"],
  "coordinates": [[4.6213, -0.4167, -2.8887], [4.2198, -0.8014, -2.0663], [4.4599, 0.5543, -2.8095], [2.9084, -2.7621, 1.6704], [2.0307, -2.5790, 2.2191], [3.5602, -3.0697, 2.3133], [2.9102, -0.1878, 3.8705], [3.5799, -0.8790, 3.9622], [2.9426, 0.0623, 2.9309], [4.2869, -1.2834, -0.2862], [4.8970, -0.8275, 0.3025], [3.6802, -1.7785, 0.3278], [0.2609, -5.1300, -1.8067], [-0.8837, -5.5427, -2.6852], [-2.0146, -4.5640, -2.6484], [-3.0850, -5.1998, -3.2409], [-4.1397, -4.3235, -3.5251], [-0.3917, -5.7454, -4.0825], [0.6093, -4.1100, -2.0055], [1.1309, -5.7757, -1.8920], [-0.0665, -5.1832, -0.7626], [-1.3176, -6.4965, -2.3622], [-1.7292, -3.6524, -3.2077], [-2.2363, -4.2311, -1.6153], [-3.8505, -3.6559, -4.3422], [-4.4179, -3.7512, -2.6281], [-5.0089, -4.9129, -3.8019], [-1.1866, -5.9009, -4.7017], [0.0436, -4.8654, -4.3783], [-2.3825, 1.3377, -1.9466], [-3.5418, 2.2596, -1.5675], [-3.2730, 2.9637, -0.2163], [-2.1052, 3.7923, -0.3628], [-2.0167, 4.8182, 0.5822], [-3.8733, 3.1794, -2.6692], [-2.0840, 0.7212, -1.1005], [-1.5234, 1.9431, -2.2148], [-2.7391, 0.6800, -2.7300], [-4.4262, 1.6251, -1.3709], [-3.0927, 2.2120, 0.5759], [-4.1172, 3.5997, 0.0922], [-1.7376, 4.4672, 1.5802], [-2.9342, 5.4220, 0.5882], [-1.2292, 5.5010, 0.2372], [-4.6362, 3.8122, -2.4666], [-3.0603, 3.7738, -2.8437], [-3.1093, -0.4533, 2.3971], [-3.1424, 0.6678, 3.3918], [-3.1573, 0.1412, 4.7835], [-4.3696, -0.3609, 5.1815], [-4.3047, -0.7788, 6.5191], [-1.9927, 1.5384, 3.2729], [-4.0275, -1.0524, 2.3273], [-2.2677, -1.1353, 2.5378], [-2.9907, -0.0914, 1.3588], [-4.0410, 1.2700, 3.2628], [-2.9213, 1.0269, 5.4168], [-2.3131, -0.5241, 5.0208], [-5.3089, -1.0506, 6.8487], [-3.9414, 0.0041, 7.1947], [-3.6987, -1.6963, 6.5917], [-1.1425, 1.1520, 3.6760], [-1.7956, 1.6430, 2.2800], [2.8639, 3.2448, 2.7889], [2.7199, 3.1846, 1.2950], [3.4609, 4.3312, 0.6521], [3.2531, 4.4701, -0.7360], [1.9788, 4.9210, -1.0786], [3.2179, 1.8759, 0.7967], [3.9080, 3.1460, 3.1040], [2.2712, 2.5187, 3.3416], [2.5242, 4.2376, 3.1095], [1.6568, 3.2028, 1.0301], [4.5361, 4.1406, 0.6893], [3.2728, 5.3006, 1.1360], [1.1959, 4.1755, -0.8421], [1.9582, 5.0129, -2.1614], [1.7149, 5.8289, -0.5294], [4.0444, 1.5635, 1.2887], [3.4158, 1.9056, -0.2037], [-1.2480, -3.0942, 4.6074], [-0.1962, -3.3177, 3.5564], [-0.6796, -3.9489, 2.2772], [-1.0138, -5.2722, 2.6307], [-1.6080, -6.0853, 1.6532], [0.7303, -2.1702, 3.3536], [-0.8472, -2.5306, 5.4532], [-1.6807, -4.0264, 4.9638], [-2.0690, -2.4926, 4.2079], [0.4314, -4.1290, 3.9740], [0.0778, -3.9066, 1.4774], [-1.5790, -3.4255, 1.8757], [-0.8023, -6.6333, 1.1526], [-2.1223, -5.5147, 0.8673], [-2.3051, -6.7251, 2.1757], [0.1865, -1.3317, 3.1051], [1.1549, -1.9350, 4.2477], [4.6216, 2.4212, -5.2723], [3.6878, 3.0029, -4.2369], [2.2926, 2.5330, -4.4233], [1.8014, 3.2374, -5.5173], [0.4371, 2.9537, -5.7947], [4.1780, 2.6270, -2.8902], [4.1888, 2.4360, -6.2891], [4.8020, 1.3580, -5.0896], [5.5496, 2.9746, -5.4408], [3.6734, 4.1049, -4.2969], [1.6773, 2.6728, -3.5203], [2.2460, 1.4645, -4.6867], [0.1986, 1.8857, -5.6722], [0.2889, 3.1423, -6.8618], [-0.2126, 3.5790, -5.1814], [3.7124, 3.2035, -2.1505], [5.1647, 2.8275, -2.7497], [0.6490, 0.2980, -1.0033], [0.1879, -0.2177, 0.3343], [0.5717, 0.6312, 1.3563], [0.3122, 1.3312, -1.0909], [0.2676, -0.2757, -1.8488], [1.7412, 0.2888, -1.1039], [0.4839, -1.2542, 0.5451], [-0.9079, -0.2080, 0.3266], [1.4480, 1.0617, 1.2106]],
  "atomic_forces_ev_per_a": [[-0.65, 0.43, 0.74], [0.69, 0.46, -0.88], [0.01, -0.71, -0.07], [-1.41, 0.31, 0.95], [1.59, -0.11, -0.70], [-0.22, -0.05, -0.16], [0.32, 0.09, -0.23], [-0.15, 0.20, -0.08], [-0.19, -0.23, 0.31], [-0.67, -0.40, 0.87], [0.04, -0.05, -0.19], [0.49, 0.32, -0.45], [0.22, 0.11, 0.78], [0.59, -0.55, -1.20], [0.61, 0.87, 0.45], [-0.91, -0.41, -0.26], [-0.26, 0.06, 0.21], [-0.16, 0.37, 0.52], [-0.17, -0.03, -0.05], [-0.06, -0.18, -0.21], [0.13, 0.19, -0.04], [0.28, 0.00, 0.07], [-0.05, -0.09, 0.04], [-0.14, -0.18, -0.11], [-0.19, 0.18, 0.04], [0.09, 0.14, -0.17], [0.01, -0.07, -0.20], [0.14, 0.03, 0.18], [-0.11, -0.38, -0.01], [-0.67, 0.42, 0.31], [-0.64, 0.22, 0.87], [0.71, 0.22, -0.30], [-0.52, -0.70, -0.25], [0.38, 0.75, -0.26], [0.83, -0.19, 0.02], [-0.11, 0.02, 0.08], [0.12, -0.10, -0.40], [0.37, -0.01, -0.41], [0.19, 0.22, -0.19], [-0.14, 0.20, -0.20], [0.02, -0.17, -0.15], [-0.29, -0.08, 0.07], [-0.04, -0.20, 0.33], [-0.01, -0.20, 0.08], [-0.12, -0.17, 0.27], [-0.22, -0.20, 0.02], [-0.42, -0.69, -1.78], [0.09, -0.52, -0.11], [1.27, 1.83, 1.55], [-0.95, -0.58, 0.05], [-0.52, -0.73, 0.23], [0.39, 0.61, -0.52], [0.11, 0.08, 0.49], [0.02, 0.08, 0.27], [0.03, 0.20, 0.34], [-0.15, 0.03, -0.08], [-0.12, -0.14, -0.06], [-0.14, -0.36, -0.46], [-0.02, 0.09, -0.16], [0.21, -0.02, -0.16], [0.16, 0.32, 0.19], [-0.18, -0.17, -0.06], [0.28, 0.15, 0.21], [-0.10, 0.74, 0.62], [0.27, -1.04, -0.39], [0.71, 0.51, -0.31], [0.15, -0.20, -0.01], [-1.04, -0.68, 0.00], [-0.60, 0.17, 0.00], [-0.03, -0.04, -0.09], [-0.02, -0.20, -0.21], [0.08, -0.17, 0.14], [0.04, 0.28, 0.06], [0.03, -0.03, 0.48], [-0.18, -0.15, 0.11], [0.19, 0.14, 0.04], [0.00, 0.51, -0.02], [0.08, 0.26, -0.31], [0.17, 0.24, -0.04], [-0.04, -0.14, 0.21], [-0.89, 0.58, -0.08], [1.81, -0.75, 0.85], [-0.81, 0.32, -0.77], [-0.10, 0.38, 0.51], [0.60, 0.40, -0.56], [-1.09, -0.06, -0.30], [0.11, -0.19, 0.04], [0.09, -0.08, -0.01], [-0.05, -0.06, 0.02], [0.10, 0.37, -0.19], [0.09, -0.08, 0.28], [0.27, -0.18, 0.17], [-0.29, -0.38, -0.02], [-0.14, 0.06, 0.26], [-0.11, -0.37, -0.16], [0.43, -0.25, -0.10], [0.03, 0.01, -0.18], [-0.10, -0.21, -1.56], [1.59, 0.63, 1.05], [-0.62, -0.87, -0.06], [-0.99, 0.41, -0.61], [0.51, -0.26, -0.58], [-0.68, 0.28, 1.11], [-0.30, 0.15, 0.47], [0.24, 0.16, 0.31], [0.10, -0.13, 0.65], [-0.08, -0.21, -0.34], [0.05, 0.17, 0.01], [0.22, -0.08, 0.42], [0.09, 0.19, 0.33], [-0.13, 0.33, 0.21], [-0.18, -0.09, 0.01], [0.46, -0.67, -0.97], [-0.04, 0.01, -0.48], [0.65, -0.05, -0.44], [-0.50, -0.41, -0.75], [0.56, 1.12, 1.53], [0.00, 0.03, -0.13], [-0.18, -0.02, 0.07], [-0.12, -0.05, 0.17], [0.22, 0.02, -0.19], [0.00, -0.16, 0.13], [-0.32, -0.73, -0.37]],
  "energy_ev": -59719.96955,
  "smiles": "COC[C@H](C)N.COC[C@H](C)N.COC[C@H](C)N.COC[C@H](C)N.COC[C@H](C)N.COC[C@H](C)N.CCO.O.O.O.O",
  "mol_weight_g_mol": 652.96,
  "e_above_lowest_ev": 0.000,
  "max_force_ev_per_a": 2.7
}

---

Which formula does entry 1 have?
C17H45N4NaO8